The following is a quantum chemistry calculation of 17 unconnected molecules or ions with the total composition C4H32BO24 in a non-equilibrium geometry, from the Open Molecules 2025 dataset.

Last column: Mulliken charge in e.
Positions of all 61 atoms, in Å:
O 1.445 -0.242 2.805  -0.712
C 0.820 -0.087 1.805  0.838
O 0.787 1.008 1.080  -0.546
B -0.008 0.761 -0.146  1.655
O -0.769 -0.475 0.177  0.135
C -0.250 -1.039 1.237  0.293
O -0.497 -2.128 1.659  -0.370
O 0.808 0.644 -1.345  -0.289
C 0.318 1.419 -2.285  0.593
O 0.667 1.503 -3.413  -0.872
C -0.767 2.303 -1.633  0.100
O -0.896 1.933 -0.383  -0.923
O -1.317 3.219 -2.152  -0.829
O 4.040 -0.765 -0.905  -0.706
H 3.401 -0.061 -1.066  0.325
H 3.502 -1.575 -0.932  0.372
O 1.880 0.512 -5.097  -0.752
H 0.921 0.420 -5.038  0.367
H 2.056 1.379 -4.696  0.499
O -1.976 -0.343 -3.265  -0.649
H -1.015 -0.406 -3.148  0.463
H -2.316 -1.109 -2.794  0.319
O 0.230 -2.399 5.026  -0.549
H -0.089 -2.565 5.920  0.238
H 1.009 -1.841 5.148  0.299
O 2.314 -2.915 2.554  -0.713
H 1.780 -3.695 2.773  0.348
H 1.890 -2.183 3.039  0.202
O 0.214 5.497 -2.741  -0.679
H -0.454 4.795 -2.616  0.435
H 0.149 5.718 -3.674  0.296
O -3.381 -1.186 -1.014  -0.693
H -2.621 -0.711 -0.654  0.324
H -3.757 -1.548 -0.196  0.320
O -0.338 -4.604 3.001  -0.693
H -0.422 -3.792 2.473  0.442
H -0.987 -5.207 2.625  0.321
O -3.539 -2.560 1.673  -0.582
H -2.912 -2.328 2.374  0.408
H -4.355 -2.777 2.136  0.249
O -1.719 3.970 2.382  -0.598
H -2.449 3.380 2.126  0.301
H -1.706 3.929 3.343  0.273
O -3.020 1.521 1.581  -0.788
H -2.140 1.746 1.224  0.432
H -2.942 0.590 1.817  0.286
O 2.179 -2.947 -0.286  -0.569
H 2.472 -3.828 -0.537  0.234
H 2.048 -2.995 0.685  0.381
O 1.946 3.788 -1.258  -0.528
H 2.641 4.380 -0.955  0.219
H 1.198 4.372 -1.479  0.250
O -2.465 -2.225 4.061  -0.691
H -2.509 -1.543 4.737  0.273
H -1.518 -2.439 4.002  0.323
O 2.896 2.955 -3.853  -0.679
H 3.773 3.232 -3.575  0.271
H 2.348 3.020 -3.048  0.444
O 0.829 -1.201 -2.840  -0.596
H 1.447 -1.878 -3.132  0.247
H 1.126 -0.401 -3.311  0.236

## Properties
charge: -1
LUMO energy: 1.88 eV
ΔE to the lowest compared entry with this formula, charge and spin: 31.1 kcal per mole
HOMO-LUMO gap: 9.320 eV